Here is a structure of composition C4H7N3O from OMol25. Energies are from the ωB97M-V functional and the def2-TZVPD basis.

The total charge is 0. The calculation puts the largest force on an atom at 0.173 Eh/bohr. For the highest occupied orbital energy, the calculation gives -8.8 eV. The value obtained for the frontier orbital gap is 9.453 eV. Its energy above the lowest of the compared OMol25 structures with the same formula, charge and spin is 181.6 kcal per mole.

Structure (XYZ):
```
15
Properties=species:S:1:pos:R:3:mulliken_charge:R:1
H 3.53 0.59 -0.16 0.26
H 3.38 -1.59 -0.33 0.24
H -1.71 -1.65 1.19 0.24
H -3.90 0.67 0.55 0.26
H 1.74 1.90 0.41 0.34
H -2.14 1.56 -0.15 0.20
C 2.47 0.15 -0.06 0.09
N 0.06 0.81 0.09 -0.27
H 0.26 -1.06 -0.88 0.28
C -2.82 0.47 0.09 -0.27
C -1.79 -0.67 0.38 0.14
O -2.60 -0.56 -0.70 -0.36
N 2.50 -1.15 0.05 -0.63
N 1.45 0.92 -0.36 -0.35
C -0.44 -0.37 -0.13 -0.16
```